Entry 1:
8
Properties=species:S:1:pos:R:3:forces:R:3 method="wB97M-V/def2-TZVPD" s_squared=20.434 max_force_ha_per_bohr=0.088 spin_multiplicity=9 homo_ev="-17.88 / -20.12" total_charge=+2 energy_ev=-29061.2814
O -0.6937 -0.2490 1.3508 -1.07 -0.43 -1.04
C 0.4892 0.0831 0.9457 1.44 0.67 -0.78
Gd -1.9778 -1.6140 0.0729 1.21 1.45 -0.01
H 1.3062 -0.6522 1.0755 -0.20 0.25 -0.29
O -0.8749 -0.3247 -1.5397 -0.61 -1.88 1.23
C 0.1597 0.2889 -1.2360 0.90 4.40 -0.70
O 0.7430 1.2939 -1.5408 -0.78 -3.23 0.93
H 0.8484 1.1740 0.8715 -0.88 -1.22 0.67

---

Entry 2:
8
Properties=species:S:1:pos:R:3:forces:R:3 method="wB97M-V/def2-TZVPD" max_force_ha_per_bohr=0.086 homo_ev="-12.59 / -12.44" total_charge=+1 energy_ev=-10570.3061
H 2.1865 -0.0391 0.4530 -2.36 -0.50 -2.19
O -1.1730 0.8976 0.4824 2.47 -0.84 -2.96
C -0.8926 -0.1530 -0.3697 -1.26 2.03 3.71
C 0.3413 -0.7435 -0.2495 0.19 -1.04 0.31
O 1.4533 0.0621 -0.2980 2.28 0.95 1.97
Hg -3.2429 -0.1068 0.3725 -0.62 -0.76 -0.50
Li 0.8215 1.8823 -0.3653 -0.60 -0.08 0.25
H 0.5058 -1.7996 -0.0254 -0.10 0.23 -0.59

---

Entry 3:
8
Properties=species:S:1:pos:R:3:forces:R:3 method="wB97M-V/def2-TZVPD" max_force_ha_per_bohr=0.079 homo_ev=-9.32 energy_ev=-14673.7330
C -0.1459 0.7836 0.3514 -0.55 1.24 0.90
C -0.5742 -0.3807 -0.3418 3.22 -1.88 1.63
N 1.1224 1.0059 0.4375 -1.71 1.74 1.14
N 1.1930 -0.9008 -0.6827 -3.06 -0.11 0.03
N 1.7755 0.0429 -0.2482 2.33 -0.98 -0.72
I -1.6486 -1.6770 0.9366 0.08 0.15 -0.50
H -0.8861 1.4161 0.8790 0.86 -0.16 -0.33
H -0.8361 -0.2900 -1.3318 -1.17 -0.01 -2.13

---

Entry 4:
9
Properties=species:S:1:pos:R:3:forces:R:3 method="wB97M-V/def2-TZVPD" s_squared=2.024 max_force_ha_per_bohr=0.073 spin_multiplicity=3 homo_ev="-6.15 / -9.19" energy_ev=-16717.5540
C -0.4263 0.6255 -1.6821 1.69 -0.81 -0.44
C -0.1764 -2.6604 -2.6858 0.38 0.24 3.73
N 0.3784 0.1546 -2.3504 0.30 -0.03 -0.64
N 0.8906 -3.2232 -2.6523 -1.54 0.39 -3.15
N -1.2060 1.1152 -0.7464 -1.15 -1.53 0.86
O 1.8642 -3.6624 -2.1588 2.78 -1.22 1.61
I -1.7056 -2.0296 -3.7970 -1.79 0.40 -2.28
H -2.0911 0.6267 -0.7332 -0.18 0.00 0.29
H -1.3381 2.0592 -0.8875 -0.49 2.58 0.01

---

Entry 5:
9
Properties=species:S:1:pos:R:3:forces:R:3 method="wB97M-V/def2-TZVPD" max_force_ha_per_bohr=0.088 homo_ev="-13.19 / -13.19" total_charge=+1 energy_ev=-16154.9693
C 3.5297 0.4863 0.2015 -4.26 0.41 -0.01
C 0.1522 -0.1520 0.2721 -0.61 1.27 1.00
N 1.7086 -2.0649 0.1451 -1.34 0.71 -0.05
N 2.3525 0.6546 0.2881 3.43 -1.23 -0.19
N 1.1722 0.7598 0.7098 -1.99 0.56 0.98
N 0.8051 -1.4240 0.1891 2.69 -3.56 0.77
I 5.3705 -0.0310 -0.1228 0.93 0.03 -0.15
H -0.1022 -0.1311 -0.7503 -0.92 0.98 -1.57
H -0.8160 -0.3056 0.9057 2.07 0.83 -0.78

---

Entry 6:
8
Properties=species:S:1:pos:R:3:forces:R:3 method="wB97M-V/def2-TZVPD" s_squared=0.757 max_force_ha_per_bohr=0.081 spin_multiplicity=2 homo_ev="-11.43 / -13.21" total_charge=+1 energy_ev=-10817.0534
H 0.3235 0.3664 1.0823 -0.36 0.71 -1.77
O 0.5211 -0.8693 -0.6159 0.69 -0.37 -1.55
C -0.1789 -0.3054 0.2976 1.88 0.03 3.69
C -0.9723 -1.1079 1.1789 -2.49 -1.37 -2.17
O -1.1305 -2.3426 0.9307 0.42 0.79 0.43
Li -0.1441 -2.8221 -0.6106 -0.21 0.58 0.46
Na 2.4692 -0.0787 -1.8354 -0.58 -0.06 0.38
H -1.6947 -0.5762 1.8209 0.66 -0.30 0.51

---

Entry 7:
8
Properties=species:S:1:pos:R:3:forces:R:3 method="wB97M-V/def2-TZVPD" s_squared=3.752 max_force_ha_per_bohr=0.097 spin_multiplicity=4 homo_ev="-10.59 / -13.17" total_charge=+1 energy_ev=-35927.6197
O 1.4543 -0.2008 0.9345 0.32 0.30 0.10
C 0.4115 0.2599 1.2270 -1.14 -0.61 -1.15
C -0.8565 0.6124 1.2820 0.77 0.28 0.65
O 0.4491 -0.4107 -2.3069 4.27 -1.52 1.74
Li -1.1666 -0.9046 -2.4704 0.11 0.19 -0.10
Tm 2.3845 -0.9483 -1.5739 -4.64 1.51 -1.11
H -1.1130 1.6651 1.1556 0.07 -0.34 0.00
H -1.5634 -0.0731 1.7521 0.25 0.18 -0.14

---

Entry 8:
8
Properties=species:S:1:pos:R:3:forces:R:3 method="wB97M-V/def2-TZVPD" max_force_ha_per_bohr=0.084 homo_ev=-9.22 total_charge=+1 energy_ev=-37924.8008
H 9.3689 0.0877 0.3827 -1.37 0.04 -0.88
O 5.8968 1.0680 0.4663 -0.11 -0.04 -2.69
C 6.2801 0.0238 -0.3827 -1.98 0.32 3.84
C 7.5087 -0.5150 -0.1878 -0.62 -1.06 -0.57
O 8.6078 0.3394 -0.2158 1.82 0.84 1.24
Yb 3.3017 0.1388 0.2716 2.90 0.23 -0.39
Li 7.9065 2.1126 -0.3936 -0.69 -0.52 0.41
H 7.7120 -1.5610 0.0440 0.05 0.18 -0.95

---

Entry 9:
6
Properties=species:S:1:pos:R:3:forces:R:3 method="wB97M-V/def2-TZVPD" s_squared=0.758 max_force_ha_per_bohr=0.099 spin_multiplicity=2 homo_ev="-7.16 / -8.03" energy_ev=-37768.6709
C 0.9479 0.5459 -0.3482 -0.66 -0.23 0.37
C -0.1965 0.6508 0.2523 1.27 -0.01 -0.27
H 1.8241 1.1910 -0.4982 -0.27 -0.17 -0.04
H -0.7207 1.4053 0.8564 -0.08 -0.55 -0.35
O -1.8534 -2.1086 0.1912 4.44 0.70 -1.63
Lu -0.0014 -1.6845 -0.4535 -4.70 0.26 1.91

---

Entry 10:
7
Properties=species:S:1:pos:R:3:forces:R:3 method="wB97M-V/def2-TZVPD" smiles="C=C=O.N#N" max_force_ha_per_bohr=0.076 homo_ev=-9.56 energy_ev=-7133.6353
C 0.2362 0.3775 -0.6627 -0.98 -1.18 -0.62
C 0.8734 1.2457 -0.0078 1.84 3.35 0.71
O 1.5319 2.0724 0.4742 -0.21 -0.28 0.42
H 0.5172 -0.5679 -0.3633 0.26 -2.28 0.29
H -0.5172 0.5378 -1.3662 -0.91 0.38 -0.80
N 3.9574 -0.5132 0.2687 0.15 0.27 0.17
N 3.5252 -1.3619 -0.2561 -0.15 -0.26 -0.17

---

Entry 11:
7
Properties=species:S:1:pos:R:3:forces:R:3 method="wB97M-V/def2-TZVPD" max_force_ha_per_bohr=0.094 homo_ev=-9.04 energy_ev=-7129.7024
C 0.1193 -0.9280 0.0234 3.03 1.38 0.17
C 1.3252 -0.3259 0.0294 1.52 1.36 0.58
N -0.7368 1.1724 0.1603 -4.55 0.41 -1.49
N -0.8909 -0.0464 -0.0385 -2.42 1.75 -0.08
O 2.2286 0.4115 0.0654 -1.58 -1.68 -0.27
H -0.0028 -1.9416 -0.0873 -0.42 -1.95 -0.20
H -2.0425 1.6580 -0.1527 4.43 -1.28 1.29

---

Entry 12:
7
Properties=species:S:1:pos:R:3:forces:R:3 method="wB97M-V/def2-TZVPD" smiles="N#CC(N)=O" max_force_ha_per_bohr=0.040 homo_ev=-11.34 energy_ev=-7133.7549
N -2.0181 -0.7857 0.1278 1.74 0.87 -0.25
C -0.9607 -0.3237 -0.0161 -1.73 -1.09 0.10
C 0.4234 0.1841 -0.1689 0.19 0.63 0.44
N 1.1447 0.0565 0.9764 0.32 0.20 -0.35
O 0.8165 0.7189 -1.1764 -0.17 -0.34 0.08
H 0.7431 -0.3125 1.8268 0.16 0.11 -0.22
H 2.0624 0.5032 0.9648 -0.51 -0.37 0.21